A molecular structure, C10H21Cl2NO3PTb. Source: the Open Molecules 2025 dataset; level of theory: wB97M-V/def2-TZVPD.

Net charge: +2
Kohn-Sham gap (alpha / beta) in eV: 8.44 / 8.69
Energy above the lowest of the compared OMol25 structures with the same formula, charge and spin in eV: 0.000
Spin multiplicity: 7
E_LUMO (alpha / beta) in eV: -7.447 / -7.206

Structure (XYZ):
```
39
Properties=species:S:1:pos:R:3:lowdin_spin:R:1
C 2.61 2.58 2.03 0.000
C 1.69 1.58 1.46 0.000
H 3.27 2.17 2.82 0.000
H 1.98 3.40 2.42 0.000
H 3.16 3.03 1.20 0.000
O 1.47 0.41 1.76 0.000
Cl 0.60 2.21 0.02 -0.020
Tb -0.68 0.16 -1.21 6.118
P 2.35 -0.15 -1.89 -0.013
C 3.47 -1.59 -2.08 -0.003
C 2.06 0.38 -3.65 0.000
H 3.04 2.09 -1.34 0.000
H 4.40 1.19 -2.12 0.000
H 3.94 0.92 -0.41 0.000
C 3.55 1.13 -1.41 -0.001
H 1.51 1.34 -3.74 0.000
H 3.05 0.48 -4.14 0.000
H 4.33 -1.29 -2.71 -0.001
H 2.91 -2.42 -2.53 0.000
H 1.43 -0.38 -4.15 0.000
H 3.81 -1.95 -1.10 0.000
C 0.61 -1.82 -0.30 -0.024
O 1.15 -2.68 0.26 -0.001
Cl -1.73 -0.64 -3.27 -0.029
C -4.80 -1.03 2.45 0.000
N -3.73 -0.25 1.80 0.000
C -3.32 1.07 2.27 0.000
C -2.94 -0.77 0.87 -0.001
C -3.03 -2.18 0.41 0.000
O -2.09 0.05 0.35 -0.026
H -5.28 -0.39 3.20 0.000
H -4.39 -1.93 2.95 0.000
H -5.54 -1.34 1.70 0.000
H -2.32 1.05 2.73 0.000
H -3.33 1.81 1.46 0.000
H -4.03 1.39 3.03 0.000
H -3.11 -2.22 -0.69 0.000
H -2.15 -2.79 0.71 0.000
H -3.93 -2.63 0.86 0.000
```

=====

2 unconnected molecules or ions with the total composition C4H7F2N3O2. Source: the Open Molecules 2025 dataset; level of theory: wB97M-V/def2-TZVPD.

Kohn-Sham gap in eV: 9.32
Energy above the lowest of the compared OMol25 structures with the same formula, charge and spin in eV: 3.659
E_LUMO in eV: -0.030
SMILES: C=CC/N=C(/N)F.O=[N+]([O-])F

Structure (XYZ):
```
18
Properties=species:S:1:pos:R:3:nbo_charge:R:1
C 2.83 -0.41 1.00 -0.400
C 2.62 -0.06 -0.25 -0.193
C 1.26 -0.09 -0.77 -0.263
N 0.21 -0.03 0.23 -0.548
C -0.70 -0.85 0.52 0.814
N -1.75 -0.69 1.30 -0.828
F -0.97 -2.21 -0.24 -0.456
H 3.76 -0.51 1.50 0.199
H 1.95 -0.39 1.63 0.201
H 3.40 0.09 -1.00 0.208
H 1.21 -1.12 -1.33 0.210
H 0.97 0.71 -1.51 0.213
H -2.38 -1.47 1.19 0.425
H -1.90 0.09 1.87 0.418
O -2.20 2.70 -1.65 -0.238
N -2.66 1.87 -1.03 0.815
O -3.38 1.92 -0.14 -0.276
F -2.27 0.46 -1.33 -0.300
```

=====

A molecular structure, C9H5GaNO4S. Source: the Open Molecules 2025 dataset; level of theory: wB97M-V/def2-TZVPD.

Net charge: +3
Kohn-Sham gap in eV: 5.84
Energy above the lowest of the compared OMol25 structures with the same formula, charge and spin in eV: 1.656
E_LUMO in eV: -14.920

Structure (XYZ):
```
21
Properties=species:S:1:pos:R:3:nbo_charge:R:1
O -0.45 -2.75 -2.11 -0.163
C -0.46 -1.60 -2.11 0.471
Ga -0.51 0.25 -2.09 0.966
O -3.17 0.25 -5.32 -0.303
C -2.42 0.24 -4.43 0.510
C 1.37 0.25 -2.40 0.502
O 2.51 0.25 -2.60 -0.134
C -0.46 2.09 -2.06 0.480
O -0.45 3.24 -2.03 -0.145
S -1.73 0.16 -0.12 -0.018
C -0.46 -0.03 1.09 0.055
N -0.54 -1.19 1.85 -0.446
C 0.33 -1.34 2.89 0.134
C 1.25 -0.37 3.17 -0.210
C 1.32 0.79 2.41 -0.038
C 0.44 0.97 1.36 -0.253
H -1.24 -1.89 1.64 0.469
H 0.24 -2.25 3.47 0.285
H 1.94 -0.50 4.01 0.304
H 2.04 1.57 2.63 0.286
H 0.45 1.87 0.75 0.246
```

=====

9 unconnected molecules or ions with the total composition C14H46N8O9. Source: the Open Molecules 2025 dataset; level of theory: wB97M-V/def2-TZVPD.

Kohn-Sham gap in eV: 9.21
Energy above the lowest of the compared OMol25 structures with the same formula, charge and spin in eV: 0.472
E_LUMO in eV: -0.128
SMILES: NC(N)=O.NC(N)=O.NC(N)=O.NC(N)=O.CCO.CCO.CCO.CCO.CCO

Structure (XYZ):
```
77
Properties=species:S:1:pos:R:3:lowdin_charge:R:1
N -5.09 1.42 1.82 0.157
C -4.40 0.81 2.83 -0.668
N -3.70 -0.31 2.46 0.164
O -4.42 1.20 3.99 0.017
H -5.15 0.92 0.95 0.090
H -5.70 2.19 2.01 0.102
H -3.09 -0.73 3.14 0.085
H -3.49 -0.52 1.50 0.085
N 1.39 2.77 1.65 0.187
C 0.51 3.65 2.22 -0.631
N 0.02 4.63 1.38 0.161
O 0.16 3.62 3.40 0.000
H 1.59 2.88 0.67 0.081
H 1.80 2.06 2.22 0.093
H 0.40 4.70 0.46 0.093
H -0.46 5.37 1.85 0.107
N 0.34 -0.80 -3.27 0.170
C -0.77 -0.94 -4.04 -0.627
N -0.53 -1.80 -5.10 0.143
O -1.84 -0.40 -3.78 0.033
H 1.16 -1.31 -3.54 0.085
H 0.39 -0.22 -2.44 0.068
H 0.41 -1.96 -5.40 0.086
H -1.26 -2.25 -5.61 0.102
N 0.88 0.47 4.55 0.147
C -0.47 0.20 4.59 -0.695
N -1.27 1.28 4.39 0.186
O -0.90 -0.92 4.86 -0.004
H 1.54 -0.28 4.67 0.096
H 1.21 1.40 4.38 0.069
H -0.92 2.20 4.15 0.061
H -2.25 1.06 4.44 0.068
C -2.96 3.54 -1.85 -0.084
C -2.81 2.03 -1.73 -0.343
O -3.60 1.35 -2.68 -0.094
H -2.71 3.98 -0.87 0.061
H -4.01 3.79 -1.96 0.074
H -2.30 3.98 -2.59 0.068
H -3.08 1.71 -0.72 0.086
H -1.76 1.75 -1.89 0.098
H -3.00 0.78 -3.19 0.021
C -0.18 -0.88 1.38 -0.070
C -0.65 0.06 0.29 -0.286
O 0.39 0.28 -0.69 -0.133
H 0.74 -0.52 1.86 0.065
H 0.14 -1.85 0.98 0.073
H -0.98 -1.04 2.10 0.055
H -0.96 1.02 0.70 0.103
H -1.45 -0.41 -0.29 0.113
H 1.20 0.49 -0.22 0.035
C 4.14 -3.07 0.52 -0.073
C 3.34 -2.63 -0.69 -0.310
O 4.14 -1.85 -1.59 -0.086
H 5.09 -3.49 0.17 0.080
H 3.61 -3.85 1.05 0.078
H 4.32 -2.23 1.19 0.073
H 2.49 -2.02 -0.35 0.093
H 2.97 -3.52 -1.22 0.111
H 3.86 -2.00 -2.50 0.081
C -0.71 -4.15 -2.29 -0.099
C -1.65 -5.17 -1.67 -0.311
O -2.05 -6.16 -2.62 -0.082
H 0.26 -4.57 -2.58 0.068
H -0.54 -3.32 -1.61 0.062
H -1.08 -3.80 -3.25 0.058
H -2.57 -4.67 -1.36 0.113
H -1.19 -5.63 -0.79 0.109
H -1.29 -6.72 -2.79 0.078
C 4.48 3.01 -0.38 -0.081
C 4.38 1.58 0.13 -0.298
O 3.21 0.92 -0.34 -0.104
H 5.41 3.42 0.03 0.080
H 3.69 3.61 0.08 0.055
H 4.48 3.11 -1.46 0.078
H 4.37 1.62 1.23 0.107
H 5.25 1.02 -0.21 0.118
H 3.44 0.07 -0.73 0.048
```

=====

5 unconnected molecules or ions with the total composition C7H26N7O5. Source: the Open Molecules 2025 dataset; level of theory: wB97M-V/def2-TZVPD.

Net charge: +1
Kohn-Sham gap in eV: 9.79
Energy above the lowest of the compared OMol25 structures with the same formula, charge and spin in eV: 0.562
E_LUMO in eV: -1.936

Structure (XYZ):
```
45
Properties=species:S:1:pos:R:3:nbo_charge:R:1
O 0.32 -0.79 0.00 -0.843
H 0.87 -0.36 0.71 0.568
H -0.48 -0.26 -0.19 0.575
H 0.86 -1.05 -0.79 0.571
C 2.25 1.01 2.84 0.800
O 1.64 0.22 2.09 -0.753
N 3.46 1.46 2.50 -0.808
N 1.72 1.49 3.98 -0.815
H 3.89 2.08 3.16 0.388
H 3.79 1.45 1.55 0.422
H 0.80 1.25 4.31 0.412
H 2.28 2.05 4.60 0.396
C 3.09 -2.39 -2.02 0.796
O 2.29 -1.50 -1.65 -0.757
N 3.45 -3.43 -1.24 -0.826
N 3.33 -2.55 -3.34 -0.813
H 4.11 -4.16 -1.43 0.405
H 3.22 -3.36 -0.26 0.411
H 3.76 -3.45 -3.49 0.393
H 3.05 -1.88 -4.03 0.428
C -2.53 -1.26 2.06 0.796
O -2.62 -0.69 0.97 -0.715
N -3.41 -2.19 2.52 -0.826
N -1.58 -0.90 2.98 -0.855
H -4.27 -2.27 2.00 0.418
H -3.31 -2.48 3.47 0.395
H -1.26 0.04 2.80 0.402
H -1.41 -1.28 3.89 0.398
C -3.72 1.48 -1.90 -0.625
C -2.20 1.28 -1.89 -0.077
C -1.42 2.20 -0.91 -0.073
O -0.09 1.79 -0.65 -0.564
C 0.81 1.99 -1.73 -0.257
N -1.84 -0.13 -1.74 -0.894
H -3.93 2.52 -2.17 0.214
H -4.10 1.46 -0.87 0.210
H -4.25 0.75 -2.49 0.223
H -1.85 1.54 -2.90 0.183
H -1.94 2.21 0.05 0.189
H -1.42 3.25 -1.22 0.182
H 0.45 2.80 -2.36 0.178
H 0.80 1.11 -2.36 0.181
H 1.80 2.21 -1.34 0.192
H -2.33 -0.58 -0.96 0.398
H -2.07 -0.68 -2.55 0.375
```

=====

14 unconnected molecules or ions with the total composition C50H90F15N15O18S5. Source: the Open Molecules 2025 dataset; level of theory: wB97M-V/def2-TZVPD.

Net charge: +4
Kohn-Sham gap in eV: 5.14
E_LUMO in eV: -9.258

Structure (XYZ):
```
193
Properties=species:S:1:pos:R:3:lowdin_charge:R:1
C 3.08 5.67 -0.36 0.037
C 2.86 6.85 -1.32 -0.308
O 1.79 7.25 -1.78 0.134
N 4.16 7.52 -1.76 0.106
H 4.75 7.64 -0.95 0.170
H 4.67 6.87 -2.35 0.168
C 4.04 8.87 -2.59 0.075
H 2.62 4.78 -0.80 0.080
H 2.46 5.83 0.52 0.073
H 4.08 5.42 -0.01 0.089
H 3.41 8.73 -3.47 0.104
H 5.09 8.97 -2.88 0.104
H 3.62 9.69 -2.01 0.109
C -4.90 1.99 0.20 0.031
C -4.23 1.83 -1.12 -0.361
O -3.05 1.53 -1.22 0.138
N -5.15 1.67 -2.33 0.105
H -5.24 0.74 -2.70 0.181
H -6.08 1.84 -1.99 0.166
C -4.77 2.68 -3.45 0.068
H -5.47 1.08 0.34 0.112
H -5.56 2.78 0.56 0.113
H -4.12 1.91 0.96 0.103
H -5.57 2.59 -4.18 0.117
H -3.88 2.23 -3.89 0.087
H -4.60 3.66 -3.01 0.114
C 6.24 2.34 -2.96 0.034
C 4.90 2.69 -3.50 -0.337
O 4.05 3.33 -2.87 0.127
N 4.59 1.94 -4.81 0.141
H 4.15 2.45 -5.57 0.178
H 5.45 1.67 -5.27 0.166
C 3.79 0.67 -4.37 0.039
H 6.35 1.25 -3.00 0.107
H 6.25 2.52 -1.89 0.089
H 7.06 2.89 -3.42 0.112
H 2.95 1.01 -3.76 0.074
H 4.27 -0.15 -3.83 0.104
H 3.21 0.36 -5.23 0.103
C -2.37 -1.88 -0.01 -0.049
C -1.89 -1.35 1.35 -0.130
N -0.78 -0.38 1.14 -0.019
C 0.07 0.06 2.25 0.022
C 1.01 0.99 1.81 0.020
N 0.74 1.07 0.44 -0.071
C -0.34 0.23 0.02 0.017
C 1.27 2.05 -0.46 -0.022
H -2.96 -2.80 0.00 0.066
H -1.61 -2.21 -0.72 0.068
H -2.89 -1.04 -0.47 0.053
H -1.57 -2.17 1.99 0.108
H -2.56 -0.74 1.94 0.134
H -0.07 -0.36 3.23 0.105
H 1.88 1.39 2.31 0.100
H -0.76 0.16 -0.97 0.133
H 1.28 1.61 -1.46 0.091
H 2.22 2.43 -0.10 0.088
H 0.61 2.92 -0.39 0.072
C -0.65 7.78 4.20 -0.055
C -1.39 8.29 2.98 -0.160
N -1.78 7.25 2.05 -0.031
C -2.98 6.59 2.04 0.005
C -3.04 5.69 0.96 -0.004
N -1.84 5.86 0.31 -0.120
C -1.05 6.79 0.94 0.066
C -1.53 5.20 -0.90 -0.001
H -0.08 8.54 4.74 0.098
H 0.18 7.12 3.96 0.045
H -1.31 7.20 4.84 0.087
H -0.60 8.80 2.43 0.129
H -2.30 8.84 3.20 0.140
H -3.72 6.80 2.81 0.145
H -3.77 5.00 0.56 0.115
H -0.19 7.26 0.48 0.157
H -2.39 4.68 -1.31 0.086
H -0.74 4.47 -0.70 0.083
H -1.23 5.96 -1.62 0.113
C -1.04 -1.99 -4.26 -0.050
C -1.28 -3.34 -3.53 -0.209
N -1.03 -4.38 -4.47 -0.031
C 0.17 -4.93 -4.98 0.020
C -0.10 -5.95 -5.89 0.038
N -1.50 -6.01 -6.00 -0.071
C -2.04 -5.05 -5.19 0.046
C -2.20 -6.95 -6.86 0.008
H -0.01 -1.96 -4.63 0.075
H -1.17 -1.19 -3.54 0.061
H -1.78 -1.85 -5.05 0.083
H -2.32 -3.27 -3.22 0.109
H -0.56 -3.42 -2.71 0.117
H 1.17 -4.68 -4.63 0.124
H 0.53 -6.64 -6.44 0.144
H -3.07 -4.74 -5.09 0.157
H -1.76 -7.13 -7.84 0.109
H -3.23 -6.63 -7.04 0.102
H -2.29 -7.96 -6.47 0.112
C -6.35 -6.28 3.04 -0.065
C -7.34 -5.54 2.17 -0.138
N -6.61 -5.17 0.93 -0.046
C -5.79 -4.14 0.62 -0.018
C -5.54 -4.14 -0.79 -0.021
N -6.10 -5.31 -1.28 -0.073
C -6.86 -5.87 -0.25 0.051
C -5.91 -5.82 -2.66 0.022
H -6.65 -6.47 4.07 0.101
H -5.36 -5.87 2.84 0.064
H -6.21 -7.32 2.74 0.086
H -7.75 -4.66 2.67 0.137
H -8.05 -6.34 1.97 0.131
H -5.43 -3.46 1.38 0.130
H -4.94 -3.48 -1.40 0.106
H -7.30 -6.85 -0.35 0.169
H -6.87 -5.68 -3.16 0.104
H -5.78 -6.90 -2.55 0.100
H -5.02 -5.45 -3.17 0.079
C 2.40 -2.13 -1.92 -0.044
C 2.70 -3.56 -1.27 -0.121
N 2.11 -3.69 0.05 -0.061
C 2.27 -2.68 1.00 -0.003
C 1.71 -3.11 2.18 0.013
N 1.10 -4.33 1.92 -0.077
C 1.44 -4.72 0.64 0.048
C 0.54 -5.16 2.93 0.009
H 3.17 -1.40 -1.70 0.040
H 1.47 -1.71 -1.55 0.055
H 2.35 -2.20 -3.01 0.059
H 3.78 -3.68 -1.17 0.133
H 2.36 -4.47 -1.76 0.120
H 2.80 -1.78 0.70 0.105
H 1.61 -2.60 3.13 0.125
H 1.24 -5.70 0.22 0.145
H 0.80 -6.17 2.63 0.114
H -0.53 -4.97 2.91 0.085
H 0.95 -5.00 3.93 0.102
C 7.51 -1.44 4.49 -0.060
C 7.30 0.04 4.53 -0.217
N 6.04 0.44 4.94 -0.057
C 5.65 1.77 5.27 0.027
C 4.35 1.73 5.77 0.015
N 3.86 0.48 5.45 -0.082
C 4.91 -0.29 4.94 0.011
C 2.48 0.06 5.49 0.021
H 8.58 -1.66 4.47 0.096
H 7.15 -1.76 3.51 0.082
H 7.10 -2.03 5.31 0.095
H 7.71 0.56 3.67 0.148
H 7.81 0.33 5.45 0.143
H 6.32 2.61 5.37 0.135
H 3.80 2.58 6.16 0.143
H 4.89 -1.31 4.61 0.158
H 2.42 -0.19 4.43 0.082
H 1.79 0.89 5.61 0.104
H 2.31 -0.72 6.24 0.117
C -1.20 3.88 -4.84 -0.578
F -1.37 3.60 -6.16 0.133
F -1.26 5.19 -4.56 0.113
F -2.02 3.21 -4.05 0.089
S 0.67 3.39 -4.34 0.510
O 0.81 3.43 -2.86 -0.391
O 0.79 1.98 -4.71 -0.385
O 1.62 4.25 -5.06 -0.347
C -1.02 3.61 3.33 -0.672
F -1.80 4.36 4.04 0.164
F -1.07 2.40 3.74 0.168
F -1.34 3.52 2.01 0.081
S 0.87 4.30 3.59 0.545
O 0.84 5.07 4.88 -0.344
O 1.69 3.12 3.67 -0.354
O 1.13 5.18 2.42 -0.387
C 4.90 2.32 1.30 -0.613
F 5.97 2.83 1.87 0.144
F 3.90 2.51 2.17 0.103
F 4.72 2.91 0.10 0.068
S 5.17 0.41 0.87 0.490
O 6.61 0.23 0.67 -0.319
O 4.64 -0.28 2.03 -0.350
O 4.44 0.26 -0.41 -0.385
C -2.98 -3.75 4.56 -0.661
F -2.69 -4.42 3.46 0.102
F -3.70 -2.66 4.34 0.126
F -3.64 -4.66 5.36 0.099
S -1.40 -3.20 5.44 0.507
O -0.78 -2.25 4.56 -0.371
O -1.95 -2.55 6.67 -0.331
O -0.59 -4.42 5.66 -0.341
C -3.09 -7.50 -0.05 -0.538
F -3.39 -6.60 0.86 0.127
F -2.29 -8.55 0.36 0.126
F -4.27 -7.96 -0.61 0.079
S -2.17 -6.43 -1.45 0.488
O -2.08 -7.30 -2.64 -0.351
O -2.97 -5.25 -1.70 -0.382
O -0.81 -6.10 -0.98 -0.367
```

=====

Record-wise DFT total energy values, in eV: -75099.9028 -18255.5111 -82269.5332 -45615.9488 -28345.9193 -207414.5311